This record from the OMol25 dataset describes 2 unconnected molecules or ions with the total composition C4H3NO. The level of theory is ωB97M-V with the def2-TZVPD basis set.

Output
- structure (SMILES) = N=C=C=O.C#C
- ΔE to the lowest compared entry with this formula, charge and spin (kJ/mol) = 430.0
- HOMO (eV) = -8.44
- E (Ha) = -284.00931
- gap between HOMO and LUMO (eV) = 7.45

Each line ends with the Mulliken charge.
Atoms and positions in Å:
N 2.00 1.07 -0.66  -0.486
C 1.45 0.49 0.28  0.133
C 1.10 -0.56 0.92  0.440
O 0.51 -1.18 1.70  -0.339
H 2.77 0.59 -1.24  0.254
C -1.59 0.35 -0.49  -0.410
C -2.08 -0.62 0.03  -0.251
H -1.43 1.30 -1.02  0.341
H -2.74 -1.43 0.48  0.318

=====

This record from the OMol25 dataset describes 2 unconnected molecules or ions with the total composition C16H30Br2N4O5P. The level of theory is ωB97M-V with the def2-TZVPD basis set.

Output
- HOMO (eV) = -12.16
- E (Ha) = -6712.07099
- gap between HOMO and LUMO (eV) = 7.66
- total charge = +1

Each line ends with the Mulliken charge.
Atoms and positions in Å:
C 1.95 -2.55 -0.81  -0.744
O 2.79 -1.52 -0.38  -0.399
C 3.27 -0.71 -1.46  -0.993
C 2.34 0.45 -1.75  0.635
C 2.36 1.52 -0.66  -0.499
C 1.46 2.71 -1.02  -1.115
C 0.09 2.68 -0.37  0.803
O -0.94 2.93 -1.38  -0.471
C -1.97 2.09 -1.30  0.001
O -3.07 2.39 -0.96  -0.526
C -1.71 0.68 -1.77  0.674
C -1.15 0.53 -3.04  -0.894
C -0.94 -0.74 -3.54  -0.428
N -1.26 -1.82 -2.81  0.308
P -0.94 -3.44 -3.64  0.157
O 0.28 -3.90 -2.71  -0.414
O -2.19 -4.27 -3.07  -0.425
C -1.80 -1.68 -1.58  0.612
C -2.05 -0.44 -1.00  0.189
C -2.69 -0.35 0.35  -1.979
C -1.74 -0.72 1.53  0.890
N -0.43 -0.12 1.34  -0.290
N -2.31 -0.18 2.78  -0.777
N -1.64 -2.16 1.71  -0.624
H 1.26 -2.21 -1.60  -0.100
H 2.51 -3.41 -1.16  0.423
H 1.35 -2.88 0.04  0.418
H 3.41 -1.35 -2.34  0.379
H 4.24 -0.33 -1.14  0.472
H 2.69 0.92 -2.67  0.436
H 1.33 0.08 -1.94  -0.739
H 3.39 1.87 -0.58  0.441
H 2.11 1.07 0.30  0.212
H 1.96 3.63 -0.71  0.317
H 1.33 2.72 -2.10  0.485
H -0.13 1.71 0.09  -0.540
H 0.01 3.43 0.41  0.508
H -0.90 1.39 -3.63  0.555
H -0.53 -0.89 -4.53  0.416
H 0.46 -3.38 -1.91  0.688
H -2.35 -4.22 -2.12  0.394
H -2.06 -2.59 -1.06  0.337
H -3.09 0.65 0.49  0.562
H -3.54 -1.03 0.39  0.652
H -0.28 0.57 2.08  -0.349
H 0.32 -0.79 1.47  0.253
H -2.51 0.81 2.62  0.292
H -3.24 -0.57 2.90  0.295
H -2.40 -2.67 1.30  0.315
H -0.75 -2.54 1.41  0.140
Br 1.69 0.44 5.87  -0.128
C 1.23 2.31 5.66  -0.672
C 0.50 2.56 4.37  -0.460
Br 1.72 2.51 2.85  -0.111
H 2.16 2.88 5.73  0.390
H 0.59 2.56 6.51  0.390
H 0.06 3.56 4.36  0.418
H -0.26 1.82 4.18  0.219

=====

This record from the OMol25 dataset describes a single C8H10N2O3 molecule. The level of theory is ωB97M-V with the def2-TZVPD basis set.

Output
- multiplicity = 3
- ΔE to the lowest compared entry with this formula, charge and spin (kJ/mol) = 115.7
- HOMO (alpha / beta) (eV) = -6.17 / -9.07
- expectation value of S² = 2.0144
- E (Ha) = -645.82416
- gap between HOMO and LUMO (alpha / beta) (eV) = 6.03 / 6.07

Each line ends with the Mulliken spin population.
Atoms and positions in Å:
C 2.28 0.90 -0.17  0.352
C 1.54 1.77 0.72  0.035
C 1.72 0.13 -1.12  0.083
C 0.29 1.54 1.13  0.289
C -0.23 -0.92 1.13  0.006
C 0.33 0.24 -1.47  0.335
C -0.56 0.42 0.65  0.347
C -1.31 -1.97 1.08  0.011
N -0.31 -0.76 -2.08  0.182
N -1.74 0.80 0.05  -0.020
O 0.89 -1.16 1.54  0.113
O -2.44 -0.06 -0.53  0.086
O -2.00 2.00 -0.01  0.121
H 3.34 0.82 0.02  0.038
H 2.10 2.56 1.19  0.003
H 2.30 -0.64 -1.61  -0.009
H -0.14 2.15 1.92  0.031
H -0.07 1.23 -1.61  0.024
H -0.90 -2.92 1.43  -0.002
H -1.72 -2.09 0.09  0.001
H -2.13 -1.67 1.74  -0.005
H 0.07 -1.68 -1.97  -0.007
H -1.33 -0.69 -2.12  -0.013

=====

This record from the OMol25 dataset describes a molecular structure, C24H40BCl3MnN6Se4Si. The level of theory is ωB97M-V with the def2-TZVPD basis set.

Output
- multiplicity = 4
- HOMO (alpha / beta) (eV) = -7.74 / -7.91
- expectation value of S² = 4.0688
- E (Ha) = -13718.98030
- gap between HOMO and LUMO (alpha / beta) (eV) = 6.49 / 5.60

Each line ends with the Mulliken spin population.
Atoms and positions in Å:
Mn -0.97 -0.52 -0.45  2.578
C 2.47 3.18 -2.01  0.000
C 1.84 1.84 -2.16  0.000
C 1.97 0.95 -3.20  0.004
C 1.22 -0.18 -2.85  0.003
N 0.57 0.09 -1.70  -0.035
N 1.01 1.30 -1.26  -0.024
B 0.92 1.70 0.24  -0.069
N -0.47 2.14 0.68  0.012
N -1.52 1.27 0.74  -0.035
C -2.56 1.94 1.27  0.003
C -2.14 3.24 1.59  0.001
C -0.82 3.33 1.19  -0.003
C 0.08 4.51 1.25  -0.001
C -3.96 1.47 1.65  -0.016
C -4.95 2.60 1.31  -0.004
C -3.96 1.29 3.18  -0.002
C -4.47 0.17 1.02  0.030
N 1.40 0.52 1.09  0.050
N 0.99 -0.76 0.86  -0.014
C 1.69 -1.54 1.69  0.016
C 2.55 -0.75 2.47  0.001
C 2.33 0.54 2.06  0.002
C 2.97 1.80 2.55  -0.001
C 1.67 -3.06 1.76  -0.001
C 0.63 -3.72 0.85  -0.012
C 1.42 -3.49 3.21  0.012
C 3.07 -3.53 1.33  -0.001
C 1.37 -1.54 -3.54  0.004
C 2.74 -1.57 -4.24  0.000
C 1.37 -2.64 -2.48  0.045
C 0.31 -1.84 -4.60  0.002
H 2.95 3.46 -2.95  0.000
H 1.72 3.94 -1.78  0.000
H 3.22 3.19 -1.22  0.000
H 2.60 1.07 -4.06  0.000
H 1.66 2.62 0.41  0.000
H -2.71 4.02 2.04  0.001
H -0.46 5.35 1.68  0.000
H 0.96 4.32 1.86  0.000
H 0.42 4.80 0.25  0.000
H -4.70 3.53 1.81  0.001
H -4.99 2.78 0.24  -0.001
H -5.94 2.31 1.65  0.001
H -3.71 2.22 3.69  0.001
H -4.95 0.97 3.51  0.000
H -3.24 0.53 3.48  -0.002
H -3.95 -0.11 0.11  0.001
H -4.41 -0.65 1.73  0.004
H -5.52 0.29 0.76  -0.002
H 3.24 -1.08 3.22  0.000
H 3.63 1.56 3.38  0.000
H 3.55 2.29 1.77  0.000
H 2.22 2.50 2.90  0.000
H -0.22 -4.09 1.42  -0.029
H 0.25 -3.03 0.10  0.029
H 1.07 -4.57 0.32  0.001
H 0.45 -3.13 3.56  -0.003
H 1.43 -4.58 3.27  0.002
H 2.19 -3.11 3.87  0.000
H 3.28 -3.25 0.30  0.000
H 3.85 -3.10 1.96  0.000
H 3.13 -4.61 1.41  -0.001
H 3.55 -1.30 -3.56  0.000
H 2.92 -2.57 -4.61  0.000
H 2.77 -0.89 -5.09  0.000
H 2.15 -2.47 -1.74  -0.007
H 0.41 -2.70 -1.98  0.001
H 1.56 -3.60 -2.97  -0.004
H 0.24 -1.04 -5.33  0.000
H 0.60 -2.76 -5.12  0.000
H -0.67 -2.01 -4.16  -0.001
Se -1.67 -1.65 1.66  0.490
Se -2.88 -3.54 1.45  0.301
Se -2.49 -4.12 -0.77  0.081
Se -2.27 -2.08 -1.84  0.014
Cl -4.25 1.15 -1.89  -0.027
Si -2.20 0.97 -2.09  -0.340
Cl -1.56 2.94 -2.07  -0.028
Cl -2.02 0.48 -4.09  -0.028